(1)
13
Properties=species:S:1:pos:R:3 method="wB97M-V/def2-TZVPD" multiplicity=2 max_force_ev_per_a=2.24 total_energy_ev=-52971.72728 gap_ev="6.46 / 6.32" total_charge=0 s_squared=0.77
O 0.1395 -0.4018 -0.5799
C -0.4748 -1.1172 0.5652
Cu 0.9138 -1.8307 1.6821
O -0.1147 -0.2340 1.7396
C -1.1375 0.5882 2.2573
H -2.0869 0.0325 2.3239
H -0.8518 0.8976 3.2723
H -1.2738 1.4667 1.6079
C 0.1532 -0.7745 -1.8059
C 1.0165 0.1754 -2.5917
H 1.5090 0.9438 -1.9684
H 1.7920 -0.4054 -3.1232
H 0.4156 0.6594 -3.3792

***

(2)
14
Properties=species:S:1:pos:R:3 method="wB97M-V/def2-TZVPD" multiplicity=4 max_force_ev_per_a=2.89 total_energy_ev=-37995.69310 gap_ev="4.50 / 3.86" total_charge=-1 s_squared=3.76
H 1.0773 -1.6996 0.7081
C 0.9635 -0.7528 1.2525
C -0.2070 -0.0414 1.0574
H -1.1468 -0.5400 1.3150
H 0.1586 0.0023 2.3300
O 2.2535 -0.2630 1.4306
O 2.4132 0.2766 2.7495
Er 3.0906 2.4336 2.2207
C -1.9024 0.1595 -1.8788
C -0.8127 0.2855 -1.0936
O -1.9364 0.1437 -3.2796
H -2.9337 0.1573 -1.5007
H 0.1182 0.1223 -1.6754
H -1.1359 -0.2840 -3.6357